Record 1
The following is a quantum chemistry calculation of C36H101F6N6O18S2Sr as an isolated structure, from the Open Molecules 2025 dataset.

Results
- energy above the lowest of the compared OMol25 structures with the same formula, charge and spin (kJ/mol) = 0.0

Structure (ORCA input):
```
! RIJCOSX wB97M-V def2-TZVPD def2/J DEFGRID3
* xyz 1 1
Sr -2.400 -4.722 17.407
C -4.766 -5.637 21.027
F -5.882 -5.481 20.360
F -4.258 -4.457 21.272
F -4.963 -6.282 22.137
S -3.492 -6.630 19.998
O -2.272 -5.829 20.133
O -3.532 -7.960 20.524
N -3.920 -6.401 18.302
S -4.766 -7.710 18.013
O -3.931 -8.856 17.711
O -5.811 -7.922 18.975
C -5.528 -7.231 16.353
F -6.272 -6.131 16.507
F -4.602 -6.997 15.423
F -6.340 -8.182 15.950
C -7.346 -11.136 17.830
O -7.948 -10.392 18.880
H -6.471 -10.577 17.472
H -7.024 -12.119 18.186
H -8.012 -11.262 16.979
H -7.211 -10.284 19.523
C -8.856 -6.926 17.963
O -9.032 -8.096 17.182
H -9.554 -6.916 18.807
H -7.860 -6.853 18.416
H -8.959 -6.062 17.306
H -8.994 -8.812 17.838
C 0.959 -4.157 22.406
O -0.369 -4.087 21.906
H 1.011 -4.371 23.476
H 1.476 -4.958 21.868
H 1.493 -3.220 22.256
H -0.785 -4.962 22.013
C -7.861 -10.342 14.395
O -8.222 -10.076 13.046
H -6.813 -10.057 14.506
H -8.375 -9.692 15.110
H -8.002 -11.373 14.726
H -9.100 -9.684 13.056
C -8.954 -5.780 14.045
C -10.455 -5.600 14.210
O -11.090 -6.115 13.045
H -8.646 -5.116 13.228
H -8.705 -6.795 13.743
H -8.380 -5.436 14.906
H -10.643 -4.535 14.378
H -10.793 -6.173 15.079
H -12.031 -5.952 13.172
C -1.059 -10.913 20.928
C -2.219 -11.344 21.836
O -2.451 -12.737 21.610
H -1.378 -10.789 19.895
H -0.246 -11.641 20.945
H -0.639 -9.984 21.337
H -3.098 -10.751 21.593
H -1.997 -11.186 22.895
H -1.634 -13.202 21.805
C -0.633 -0.549 21.816
C -1.866 -0.936 21.014
O -2.510 -2.058 21.585
H -0.287 0.462 21.587
H 0.227 -1.190 21.618
H -0.888 -0.571 22.876
H -1.528 -1.125 19.984
H -2.587 -0.122 20.984
H -1.877 -2.709 21.929
C -8.911 -6.174 21.965
C -8.529 -5.683 23.329
O -9.228 -6.446 24.306
H -8.472 -5.563 21.176
H -9.994 -6.180 21.857
H -8.536 -7.198 21.883
H -8.883 -4.643 23.412
H -7.450 -5.642 23.516
H -8.918 -6.191 25.179
C -0.886 -8.623 24.145
C -1.868 -7.649 23.505
O -1.278 -6.361 23.349
H -0.008 -8.636 23.493
H -1.226 -9.658 24.196
H -0.549 -8.340 25.143
H -2.809 -7.603 24.067
H -2.153 -8.004 22.512
H -1.042 -6.085 24.244
C 2.197 -4.255 18.838
C 0.855 -4.643 18.204
C 0.604 -6.153 18.438
O -0.605 -6.551 17.786
C -0.622 -7.921 17.391
N -0.262 -3.782 18.673
H 2.528 -3.311 18.398
H 2.986 -4.946 18.531
H 2.188 -4.189 19.921
H 0.882 -4.468 17.124
H 0.498 -6.376 19.503
H 1.458 -6.671 18.000
H -0.645 -8.587 18.253
H 0.204 -8.184 16.724
H -1.516 -8.055 16.780
H -0.293 -3.856 19.697
H 0.049 -2.830 18.488
C -7.718 -10.406 22.202
C -6.428 -9.627 21.938
C -5.494 -9.699 23.147
O -5.286 -11.044 23.534
C -4.389 -11.144 24.611
N -5.771 -10.285 20.784
H -8.389 -10.625 21.372
H -8.337 -9.856 22.917
H -7.424 -11.392 22.565
H -6.595 -8.568 21.729
H -5.887 -9.098 23.979
H -4.508 -9.293 22.878
H -4.243 -12.218 24.730
H -4.802 -10.793 25.564
H -3.441 -10.623 24.441
H -5.537 -11.231 21.086
H -4.857 -9.873 20.619
C -3.715 -10.215 14.400
C -2.497 -11.075 14.760
C -1.296 -10.607 13.940
O -1.540 -10.766 12.559
C -0.405 -10.531 11.760
N -2.173 -11.007 16.197
H -4.449 -10.222 15.206
H -4.144 -10.570 13.464
H -3.394 -9.181 14.241
H -2.616 -12.109 14.429
H -0.458 -11.282 14.192
H -0.917 -9.599 14.173
H 0.069 -9.591 12.063
H -0.789 -10.391 10.747
H 0.324 -11.344 11.711
H -2.485 -10.120 16.581
H -1.154 -10.960 16.203
C -6.544 -7.098 8.370
C -7.664 -6.690 9.355
C -7.378 -7.120 10.786
O -6.124 -6.623 11.176
C -5.881 -6.883 12.538
N -7.847 -5.227 9.361
H -5.608 -6.639 8.699
H -6.756 -6.720 7.371
H -6.397 -8.179 8.405
H -8.564 -7.179 8.976
H -7.514 -8.200 10.906
H -8.222 -6.686 11.341
H -6.512 -6.312 13.223
H -4.840 -6.686 12.788
H -6.077 -7.938 12.757
H -7.004 -4.884 9.833
H -7.674 -4.805 8.450
C -6.015 -2.325 19.184
C -5.160 -3.174 18.266
C -5.320 -2.886 16.767
O -4.581 -3.825 15.984
C -4.672 -3.497 14.601
N -3.733 -2.857 18.607
H -5.682 -2.338 20.222
H -7.070 -2.615 19.198
H -6.040 -1.270 18.892
H -5.350 -4.226 18.470
H -5.087 -1.840 16.532
H -6.397 -2.949 16.569
H -5.699 -3.477 14.227
H -4.123 -4.241 14.028
H -4.294 -2.488 14.408
H -3.340 -2.059 18.118
H -3.737 -2.654 19.604
*
```

Löwdin population analysis, charges in e, atoms 1 to 99: Sr 1.55; C -0.70; F 0.16; F 0.17; F 0.19; S 0.71; O -0.34; O -0.27; N -0.43; S 0.56; O -0.28; O -0.27; C -0.65; F 0.12; F 0.13; F 0.16; C -0.14; O -0.16; H 0.07; H 0.09; H 0.06; H 0.02; C -0.16; O -0.13; H 0.08; H 0.04; H 0.07; H 0.06; C -0.13; O -0.16; H 0.09; H 0.08; H 0.08; H 0.05; C -0.17; O -0.11; H 0.05; H 0.06; H 0.08; H 0.08; C -0.10; C -0.32; O -0.07; H 0.08; H 0.07; H 0.06; H 0.11; H 0.11; H 0.08; C -0.07; C -0.30; O -0.07; H 0.07; H 0.08; H 0.06; H 0.08; H 0.08; H 0.08; C -0.07; C -0.32; O -0.10; H 0.08; H 0.06; H 0.09; H 0.09; H 0.12; H 0.06; C -0.09; C -0.34; O -0.07; H 0.06; H 0.09; H 0.07; H 0.11; H 0.10; H 0.08; C -0.07; C -0.30; O -0.09; H 0.08; H 0.05; H 0.08; H 0.12; H 0.08; H 0.10; C -0.03; C -0.40; C -0.16; O -0.34; C -0.06; N -0.03; H 0.09; H 0.09; H 0.06; H 0.14; H 0.14; H 0.13; H 0.11; H 0.10

***

Record 2
The following is a quantum chemistry calculation of a 11-piece molecular cluster, C36H103N9O11 overall, from the Open Molecules 2025 dataset.

Results
- energy above the lowest of the compared OMol25 structures with the same formula, charge and spin (kJ/mol) = 101.9
- structure (SMILES) = COC[C@H](C)N.COC[C@H](C)N.COC[C@H](C)N.COC[C@H](C)N.COC[C@H](C)N.COC[C@H](C)N.COC[C@H](C)N.COC[C@H](C)N.COC[C@H](C)N.O.O

Structure (ORCA input):
```
! RIJCOSX wB97M-V def2-TZVPD def2/J DEFGRID3
* xyz 0 1
C -8.104 -24.092 -8.748
O -7.911 -24.324 -10.129
C -8.735 -23.508 -10.915
C -8.033 -23.417 -12.318
C -6.731 -22.676 -12.203
N -8.953 -22.752 -13.279
H -9.167 -24.328 -8.538
H -7.861 -23.043 -8.449
H -7.495 -24.754 -8.146
H -9.712 -23.949 -10.983
H -8.818 -22.517 -10.403
H -7.882 -24.438 -12.737
H -6.371 -22.423 -13.147
H -6.035 -23.109 -11.501
H -7.026 -21.707 -11.766
H -9.105 -21.747 -13.211
H -8.709 -22.896 -14.224
C -4.855 -25.506 -14.830
O -3.991 -24.451 -15.163
C -4.672 -23.383 -15.882
C -3.748 -22.216 -16.056
C -4.368 -20.989 -16.710
N -2.584 -22.541 -16.918
H -5.419 -25.275 -13.923
H -4.198 -26.374 -14.672
H -5.557 -25.787 -15.615
H -5.001 -23.789 -16.882
H -5.589 -23.081 -15.367
H -3.384 -21.945 -15.092
H -3.570 -20.232 -16.845
H -5.172 -20.540 -16.077
H -4.763 -21.256 -17.703
H -2.292 -23.509 -16.888
H -2.764 -22.344 -17.944
C -5.932 -22.192 -5.422
O -5.703 -21.000 -6.185
C -4.369 -20.954 -6.639
C -4.024 -21.725 -7.943
C -2.476 -21.737 -8.140
N -4.724 -21.055 -9.037
H -5.916 -23.013 -6.141
H -6.958 -22.141 -5.108
H -5.217 -22.340 -4.594
H -4.198 -19.896 -6.823
H -3.708 -21.292 -5.849
H -4.237 -22.793 -7.871
H -2.090 -22.497 -7.437
H -2.009 -20.786 -7.979
H -2.193 -21.997 -9.155
H -5.722 -20.959 -8.822
H -4.571 -21.636 -9.825
C -4.982 -13.768 -13.491
O -3.807 -14.390 -12.916
C -2.899 -14.567 -13.966
C -1.690 -15.335 -13.434
C -2.076 -16.706 -12.877
N -0.912 -14.567 -12.479
H -5.643 -13.461 -12.687
H -5.551 -14.417 -14.151
H -4.620 -12.955 -14.115
H -3.310 -15.171 -14.809
H -2.584 -13.605 -14.363
H -0.951 -15.527 -14.245
H -1.215 -17.265 -12.564
H -2.510 -17.191 -13.733
H -2.843 -16.688 -12.119
H -1.525 -14.308 -11.713
H -0.612 -13.674 -12.908
C -2.025 -20.310 -12.978
O -0.675 -19.923 -12.988
C -0.084 -20.102 -14.254
C 0.345 -21.628 -14.371
C 1.466 -21.984 -13.404
N 0.811 -21.936 -15.776
H -2.127 -21.401 -12.760
H -2.570 -20.136 -13.874
H -2.457 -19.800 -12.139
H -0.798 -19.815 -15.098
H 0.767 -19.448 -14.382
H -0.562 -22.272 -14.082
H 2.376 -21.404 -13.667
H 1.629 -23.091 -13.424
H 1.196 -21.640 -12.424
H 0.918 -22.936 -15.739
H 0.013 -21.756 -16.370
C -10.038 -18.782 -15.888
O -9.950 -17.632 -15.050
C -9.537 -16.426 -15.653
C -9.845 -15.233 -14.840
C -9.316 -13.906 -15.472
N -9.175 -15.368 -13.519
H -10.407 -19.514 -15.127
H -9.041 -19.161 -16.258
H -10.800 -18.686 -16.712
H -8.416 -16.429 -15.801
H -9.953 -16.372 -16.683
H -10.944 -15.163 -14.811
H -8.251 -14.153 -15.681
H -9.427 -13.099 -14.771
H -9.698 -13.585 -16.434
H -9.811 -15.912 -12.942
H -8.999 -14.489 -13.021
C -5.748 -14.715 -17.709
O -6.826 -15.581 -17.627
C -6.679 -16.804 -18.344
C -7.022 -16.752 -19.771
C -8.547 -16.527 -19.879
N -6.546 -17.919 -20.505
H -5.761 -14.278 -18.705
H -4.833 -15.267 -17.484
H -5.887 -13.918 -16.954
H -5.659 -17.108 -18.201
H -7.376 -17.460 -17.857
H -6.592 -15.834 -20.212
H -8.880 -15.703 -19.197
H -9.033 -17.439 -19.583
H -8.925 -16.322 -20.874
H -7.218 -18.626 -20.588
H -5.746 -18.307 -20.031
C -14.207 -21.665 -11.056
O -12.780 -21.589 -11.146
C -12.129 -20.545 -10.520
C -12.497 -19.116 -10.958
C -12.573 -19.040 -12.487
N -11.613 -18.165 -10.316
H -14.749 -20.840 -11.529
H -14.566 -21.686 -10.003
H -14.400 -22.631 -11.576
H -12.350 -20.556 -9.436
H -11.060 -20.682 -10.728
H -13.463 -18.916 -10.514
H -13.182 -18.180 -12.694
H -13.019 -19.943 -12.897
H -11.587 -18.848 -12.915
H -11.837 -18.028 -9.327
H -10.643 -18.411 -10.470
C -5.647 -18.433 -10.965
O -6.623 -17.617 -11.581
C -6.119 -17.027 -12.812
C -5.902 -18.085 -13.940
C -5.536 -17.439 -15.214
N -7.030 -18.926 -14.277
H -5.660 -19.428 -11.438
H -5.872 -18.584 -9.897
H -4.698 -17.960 -11.061
H -6.955 -16.433 -13.235
H -5.178 -16.444 -12.714
H -5.117 -18.788 -13.576
H -6.320 -16.764 -15.681
H -5.333 -18.206 -15.927
H -4.632 -16.852 -15.278
H -7.939 -18.553 -14.009
H -6.911 -19.833 -13.899
O -7.738 -20.147 -8.042
H -8.036 -19.236 -8.043
H -7.114 -20.388 -7.315
O -8.535 -19.715 -11.185
H -8.500 -19.895 -10.246
H -7.987 -18.925 -11.446
*
```

Löwdin population analysis, charges in e, atoms 1 to 99: C -0.11; O -0.20; C -0.20; C -0.38; C -0.07; N 0.05; H 0.10; H 0.08; H 0.08; H 0.12; H 0.12; H 0.14; H 0.03; H 0.07; H 0.06; H 0.06; H 0.04; C -0.12; O -0.19; C -0.19; C -0.44; C -0.07; N 0.03; H 0.08; H 0.09; H 0.08; H 0.14; H 0.11; H 0.10; H 0.08; H 0.07; H 0.08; H 0.06; H 0.10; C -0.07; O -0.22; C -0.20; C -0.41; C -0.05; N 0.07; H 0.08; H 0.09; H 0.10; H 0.13; H 0.12; H 0.12; H 0.09; H 0.07; H 0.07; H 0.05; H 0.05; C -0.08; O -0.18; C -0.25; C -0.43; C -0.05; N 0.03; H 0.09; H 0.06; H 0.08; H 0.11; H 0.12; H 0.15; H 0.07; H 0.06; H 0.06; H 0.07; H 0.08; C -0.12; O -0.20; C -0.19; C -0.42; C -0.08; N 0.03; H 0.09; H 0.06; H 0.08; H 0.13; H 0.12; H 0.14; H 0.09; H 0.09; H 0.06; H 0.05; H 0.03; C -0.11; O -0.22; C -0.24; C -0.42; C -0.04; N 0.06; H 0.09; H 0.09; H 0.10; H 0.11; H 0.13; H 0.14; H 0.07; H 0.06

***

| no. | E_tot (eV) | F_max (eV Å⁻¹) | Kohn-Sham gap (eV) |
| --- | --- | --- | --- |
| 1 | -123568.454 | 3.68 | 7.0 |
| 2 | -74929.968 | 2.96 | 9.1 |